# 1
{"formula": "C5H8O2", "method": "ωB97M-V/def2-TZVPD", "elements": ["C", "C", "C", "C", "C", "O", "O", "H", "H", "H", "H", "H", "H", "H", "H"], "coordinates": [[-0.776996, -1.450760, 0.003552], [0.022941, -0.152531, 0.198077], [-0.540818, 0.686022, 1.363785], [0.105104, 0.672440, -1.069154], [1.379786, 0.787144, -1.410007], [2.264657, 0.166214, -0.626001], [1.374672, -0.490690, 0.473857], [-1.843406, -1.244326, -0.019134], [-0.563023, -2.123173, 0.829339], [-0.499824, -1.943985, -0.925438], [0.025300, 0.471855, 2.265979], [-1.585965, 0.452653, 1.537451], [-0.446453, 1.748311, 1.147985], [-0.752236, 1.093504, -1.548543], [1.836261, 1.327324, -2.221749]], "forces_ev_per_angstrom": [[0.3, 0.1, 0.0], [-0.9, 0.4, -0.4], [0.3, -0.1, -0.1], [0.5, -0.3, 0.2], [-0.8, 0.2, -0.1], [-0.7, -1.1, 1.7], [1.7, 0.7, -1.3], [-0.1, 0.1, 0.0], [-0.1, -0.1, 0.1], [0.1, 0.0, 0.0], [0.0, -0.1, 0.1], [-0.2, 0.0, 0.0], [0.0, 0.0, 0.1], [-0.2, 0.2, -0.2], [0.1, 0.0, -0.1]], "mulliken_charge": [-1.5453, 1.7192, -1.5018, -0.8614, -0.2349, -0.2773, -0.3209, 0.3782, 0.3818, 0.3538, 0.3585, 0.3318, 0.3829, 0.3866, 0.4489], "orbital_gap_ev": 9.541, "total_energy_ha": -345.669703, "homo_energy_ha": -0.3203, "smiles": "CC1(C)C=COO1"}

***

# 2
{"formula": "C5H8O2", "method": "ωB97M-V/def2-TZVPD", "elements": ["C", "C", "C", "C", "O", "C", "O", "H", "H", "H", "H", "H", "H", "H", "H"], "coordinates": [[0.376780, 2.006445, -0.967806], [-0.724445, 1.066906, -0.627926], [-0.166149, -1.347400, -0.483000], [0.134956, -0.934845, 0.798286], [0.325413, 0.277873, 1.120394], [0.265723, -1.933808, 1.925178], [-0.257685, -3.022301, 1.929246], [0.791140, 2.489168, -0.083497], [-0.031701, 2.765780, -1.653031], [1.184732, 1.502172, -1.507624], [-1.227686, 0.606783, -1.470012], [-1.373362, 1.293681, 0.207262], [-0.539115, -2.349130, -0.674772], [0.374822, -0.863353, -1.290850], [0.866576, -1.557969, 2.778151]], "forces_ev_per_angstrom": [[0.0, -0.1, 0.1], [0.0, 0.2, -0.1], [0.1, 0.0, 0.0], [-0.1, 0.1, -0.1], [0.0, -0.2, -0.1], [-0.2, -0.4, 0.1], [0.2, 0.5, 0.0], [-0.1, -0.1, -0.1], [0.0, -0.1, 0.1], [-0.1, 0.1, 0.1], [0.1, 0.0, 0.1], [0.1, -0.1, -0.1], [0.0, 0.1, 0.0], [-0.1, 0.0, 0.1], [-0.1, -0.1, -0.1]], "mulliken_charge": [-0.7221, -0.5160, -0.9327, 0.8292, -0.6243, -0.1489, -0.4601, 0.2759, 0.3398, 0.2509, 0.4333, 0.3231, 0.3181, 0.3030, 0.3309], "orbital_gap_ev": [7.267, 7.257], "total_energy_ha": -345.627612, "homo_energy_ha": [-0.3017, -0.3015]}